Record 1
A gas-phase ion, C38H33N2S (charge +1) in a non-equilibrium geometry, computed with wB97M-V/def2-TZVPD.

Computed properties:
E_LUMO (eV): -2.944
Spin multiplicity: 1
HOMO (Ha): -0.388
Max |F| (eV Å⁻¹): 2.89
Charge: +1

Structure (XYZ):
```
74
Properties=species:S:1:pos:R:3:mulliken_charge:R:1
C 1.258 1.081 2.764 -0.352
C 2.341 0.180 3.151 -0.266
C 3.647 0.701 3.013 -0.240
C 4.770 -0.116 3.143 -0.715
C 4.608 -1.495 3.347 -0.370
C 3.317 -2.038 3.441 -0.650
C 2.201 -1.186 3.478 -0.264
C 0.014 1.171 3.250 -0.340
C -1.189 1.722 2.512 1.506
C -2.371 0.711 2.516 -1.111
C -3.400 0.810 1.568 0.145
C -4.414 -0.164 1.495 -0.817
C -4.353 -1.307 2.320 -0.428
C -3.278 -1.464 3.199 -0.877
C -2.354 -0.417 3.348 -0.105
H 1.545 1.834 2.023 0.433
H 3.771 1.761 2.774 0.301
H 5.768 0.323 3.089 0.378
H 5.489 -2.138 3.447 0.366
H 3.203 -3.126 3.505 0.382
H 1.204 -1.582 3.694 0.395
H -0.205 0.853 4.270 0.322
H -0.854 1.715 1.448 0.306
H -3.427 1.640 0.857 0.416
H -5.237 -0.045 0.770 0.391
H -5.103 -2.099 2.223 0.400
H -3.145 -2.386 3.776 0.405
H -1.616 -0.511 4.132 0.363
C 3.859 7.119 3.428 -0.477
C 3.083 7.294 4.583 -0.839
C 1.900 6.572 4.746 -0.187
C 1.546 5.575 3.829 -0.502
C 0.329 4.692 4.111 1.072
C 0.629 3.653 5.166 -0.695
C -0.456 3.112 5.866 -0.081
C -0.277 1.946 6.612 -0.939
C 1.021 1.454 6.821 -0.518
C 2.113 2.082 6.229 -0.679
C 1.925 3.223 5.453 -0.240
C -0.318 4.123 2.783 0.122
C -0.775 5.413 2.096 -1.381
C -2.095 5.384 1.385 -0.911
N -3.052 4.688 2.232 0.264
C -4.389 5.070 2.347 0.281
C -5.129 4.172 3.101 0.830
C -6.522 4.301 3.158 -0.736
C -7.146 5.160 2.245 -0.537
C -6.394 6.061 1.484 -0.663
C -4.996 6.097 1.634 -0.837
S -4.061 2.916 3.792 0.021
C -2.729 3.584 2.914 0.217
N -1.445 3.093 2.907 0.834
C 2.317 5.408 2.670 0.548
C 3.448 6.211 2.449 -1.077
H 4.786 7.677 3.300 0.420
H 3.389 7.992 5.360 0.421
H 1.243 6.757 5.599 0.395
H -0.446 5.333 4.574 0.635
H -1.440 3.602 5.839 0.470
H -1.154 1.417 7.007 0.430
H 1.168 0.571 7.454 0.403
H 3.117 1.684 6.349 0.425
H 2.772 3.770 5.047 0.429
H 0.459 3.609 2.215 -0.108
H -0.852 6.207 2.861 0.522
H 0.027 5.770 1.442 0.548
H -2.449 6.407 1.267 0.519
H -2.015 4.908 0.404 0.184
H -7.086 3.739 3.896 0.431
H -8.220 5.154 2.126 0.407
H -6.878 6.745 0.778 0.393
H -4.396 6.892 1.193 0.403
H 2.068 4.653 1.913 0.418
H 4.001 6.097 1.507 0.392
```


Record 2
A molecular structure, C38H34N3O4P2V in a non-equilibrium geometry, computed with wB97M-V/def2-TZVPD.

Computed properties:
⟨S²⟩: 0.767
E_LUMO (alpha / beta) (eV): -4.023 / -3.305
Spin multiplicity: 2
HOMO (alpha / beta) (Ha): -0.392 / -0.393
Max |F| (eV Å⁻¹): 1.85
Charge: +1
Energy relative to the best compared isomer or geometry (same formula, charge and spin) (kcal/mol): 41.9

Structure (XYZ):
```
82
Properties=species:S:1:pos:R:3:lowdin_spin:R:1
V 0.135 -0.079 0.256 1.005
C -0.498 3.281 2.517 0.001
C -0.553 1.792 2.504 0.009
O 0.057 1.241 1.427 0.014
C -1.086 1.005 3.444 -0.018
C -1.007 -0.462 3.279 -0.002
C 0.011 -1.202 4.090 -0.001
N -1.733 -1.111 2.458 -0.002
N -2.804 -0.426 1.900 -0.005
C -2.708 -0.149 0.665 0.001
O -1.602 -0.410 -0.054 -0.017
C -3.831 0.417 -0.111 -0.001
C -3.620 0.918 -1.392 0.000
C -4.683 1.452 -2.107 0.000
C -5.952 1.486 -1.550 0.000
C -6.163 0.986 -0.271 0.000
C -5.108 0.452 0.448 0.000
H 0.543 3.606 2.536 0.000
H -1.015 3.691 3.381 0.000
H -0.958 3.670 1.607 0.000
H -1.504 1.440 4.342 0.000
H -0.160 -1.006 5.150 0.000
H 1.017 -0.853 3.849 0.000
H -0.072 -2.273 3.911 0.000
H -2.628 0.907 -1.826 0.000
H -4.513 1.848 -3.099 0.000
H -6.777 1.904 -2.111 0.000
H -7.153 1.013 0.166 0.000
H -5.256 0.061 1.445 0.000
O 0.491 -1.525 -1.074 0.017
P 0.752 -3.001 -1.224 0.003
C 1.671 -3.514 0.276 0.000
P 2.509 -2.035 0.919 0.000
O 1.462 -0.969 1.257 -0.002
C 3.634 -1.472 -0.346 0.000
C 4.538 -2.371 -0.915 0.000
C 5.347 -1.958 -1.958 0.000
C 5.255 -0.654 -2.433 0.000
C 4.363 0.242 -1.863 0.000
C 3.553 -0.164 -0.814 0.000
C 3.403 -2.521 2.382 0.000
C 2.798 -3.336 3.340 0.000
C 3.487 -3.674 4.491 0.000
C 4.779 -3.201 4.688 0.000
C 5.383 -2.390 3.739 0.000
C 4.699 -2.047 2.583 0.000
C -0.747 -3.966 -1.294 0.001
C -0.745 -5.339 -1.051 0.000
C -1.932 -6.046 -1.121 0.000
C -3.115 -5.384 -1.429 0.000
C -3.115 -4.018 -1.668 0.000
C -1.930 -3.300 -1.604 0.000
C 1.804 -3.250 -2.643 0.000
C 2.327 -4.505 -2.952 0.000
C 3.157 -4.649 -4.050 0.000
C 3.457 -3.544 -4.839 0.000
C 2.931 -2.297 -4.532 0.000
C 2.102 -2.141 -3.430 0.000
H 2.393 -4.313 0.101 0.000
H 0.957 -3.851 1.033 0.000
H 4.612 -3.389 -0.551 0.000
H 6.045 -2.653 -2.405 0.000
H 5.885 -0.336 -3.253 0.000
H 4.286 1.255 -2.234 0.000
H 2.864 0.545 -0.373 0.000
H 1.789 -3.702 3.196 0.000
H 3.018 -4.303 5.234 0.000
H 5.317 -3.469 5.588 0.000
H 6.387 -2.022 3.896 0.000
H 5.172 -1.412 1.845 0.000
H 0.174 -5.858 -0.801 0.000
H -1.939 -7.111 -0.931 0.000
H -4.043 -5.938 -1.477 0.000
H -4.037 -3.502 -1.900 0.000
H -1.925 -2.231 -1.773 0.000
H 2.085 -5.372 -2.346 0.000
H 3.564 -5.621 -4.296 0.000
H 4.101 -3.660 -5.700 0.000
H 3.162 -1.440 -5.150 0.000
H 1.697 -1.168 -3.178 0.000
N 0.819 1.814 -2.236 0.011
C 0.515 1.141 -1.350 -0.018
```


Record 3
A molecular structure, C38H34N7OSbSe4Ti in a non-equilibrium geometry, computed with wB97M-V/def2-TZVPD.

Computed properties:
E_LUMO (alpha / beta) (eV): -2.230 / -2.230
Spin multiplicity: 1
HOMO (alpha / beta) (Ha): -0.215 / -0.215
Max |F| (eV Å⁻¹): 2.47
Energy relative to the best compared isomer or geometry (same formula, charge and spin) (kcal/mol): 78.9

Structure (XYZ):
```
86
Properties=species:S:1:pos:R:3:mulliken_charge:R:1
Ti -1.196 -0.218 -1.690 -1.087
N -4.249 -1.514 -1.533 0.289
C -4.317 -1.745 -2.899 0.431
C -5.251 -2.621 -3.414 -0.390
C -5.398 -2.820 -4.791 -0.934
C -4.648 -2.101 -5.679 -0.863
C -3.668 -1.210 -5.203 0.589
C -2.926 -0.396 -6.082 -0.950
C -1.986 0.461 -5.587 -1.100
C -1.725 0.421 -4.219 -0.499
N -2.370 -0.343 -3.361 1.277
C -3.427 -1.094 -3.805 0.309
H -5.060 -1.873 -1.047 0.338
H -4.143 -0.532 -1.294 -0.821
H -5.914 -3.127 -2.723 0.430
H -6.152 -3.510 -5.145 0.412
H -4.804 -2.182 -6.746 0.420
H -3.133 -0.444 -7.143 0.444
H -1.436 1.141 -6.221 0.502
H -0.941 1.054 -3.806 0.417
C 4.818 3.212 9.952 -0.846
O 4.926 3.892 8.713 -0.461
C 4.241 3.398 7.663 0.993
C 4.401 4.083 6.456 -0.829
C 3.746 3.657 5.324 -0.419
C 2.911 2.534 5.357 0.311
C 2.757 1.862 6.565 -0.781
C 3.410 2.283 7.710 -0.460
C 2.198 2.063 4.176 0.273
N 1.392 1.026 4.124 -0.864
C 0.959 0.953 2.835 1.080
C 1.516 1.968 2.076 -0.256
N 2.302 2.669 2.949 -0.092
C 1.273 2.150 0.689 0.366
C 1.718 3.226 -0.079 -0.392
C 1.410 3.259 -1.422 -1.486
C 0.684 2.220 -1.973 -0.324
N 0.221 1.188 -1.270 0.527
C 0.476 1.158 0.073 0.361
C -0.143 0.127 0.851 -0.185
N -0.993 -0.718 0.201 1.459
C -1.725 -1.573 0.908 -0.185
C -1.627 -1.678 2.286 -1.229
C -0.723 -0.888 2.962 -0.407
C 0.041 0.032 2.245 0.131
H 5.471 3.740 10.641 0.240
H 5.149 2.174 9.864 0.345
H 3.793 3.237 10.330 0.345
H 5.045 4.951 6.440 0.415
H 3.895 4.222 4.412 0.254
H 2.106 0.999 6.597 0.461
H 3.262 1.741 8.634 0.396
H 2.860 3.474 2.733 0.172
H 2.279 4.032 0.375 0.512
H 1.721 4.084 -2.046 0.445
H 0.471 2.228 -3.032 0.538
H -2.427 -2.168 0.340 0.270
H -2.267 -2.367 2.817 0.473
H -0.612 -0.943 4.037 0.613
C 2.322 -2.070 -0.576 -0.628
N 2.791 -1.901 -1.936 0.058
C 3.379 -3.115 -2.473 -0.975
C 1.819 -1.259 -2.825 -0.893
C 0.591 -2.104 -3.119 1.105
C 0.697 -3.019 -4.169 -0.711
C -0.264 -3.995 -4.366 -0.892
C -1.308 -4.104 -3.458 -0.694
C -1.442 -3.166 -2.447 -0.761
C -0.544 -2.100 -2.276 1.460
H 3.108 -2.548 0.009 0.480
H 1.412 -2.683 -0.490 0.234
H 2.126 -1.091 -0.130 0.051
H 4.221 -3.402 -1.842 0.369
H 3.757 -2.916 -3.477 0.315
H 2.679 -3.962 -2.524 0.308
H 2.345 -1.022 -3.755 0.683
H 1.562 -0.316 -2.348 -0.626
H 1.547 -2.955 -4.840 0.443
H -0.185 -4.679 -5.201 0.434
H -2.040 -4.896 -3.565 0.436
H -2.285 -3.269 -1.775 0.227
Se -4.463 3.941 1.578 -0.584
Sb -5.060 2.445 -0.245 0.718
Se -6.390 0.495 0.374 -0.617
Se -5.819 3.526 -2.294 -0.595
Se -2.747 1.309 -0.958 -0.319
```


Record 4
A molecular structure, C38H34N7OSbSe4Ti in a non-equilibrium geometry, computed with wB97M-V/def2-TZVPD.

Computed properties:
⟨S²⟩: 2.048
E_LUMO (alpha / beta) (eV): -1.126 / -2.297
Spin multiplicity: 3
HOMO (alpha / beta) (Ha): -0.245 / -0.243
Max |F| (eV Å⁻¹): 2.81
Energy relative to the best compared isomer or geometry (same formula, charge and spin) (kcal/mol): 20.1

Structure (XYZ):
```
86
Properties=species:S:1:pos:R:3:lowdin_spin:R:1
Ti -0.099 0.036 -0.272 0.523
N 0.188 -0.199 2.219 0.001
C 1.557 -0.050 2.614 0.000
C 1.954 0.046 3.922 0.000
C 3.316 0.143 4.259 0.000
C 4.279 0.119 3.292 0.000
C 3.910 0.023 1.932 0.000
C 4.846 -0.051 0.879 0.001
C 4.405 -0.164 -0.409 0.000
C 3.024 -0.145 -0.656 0.004
N 2.125 -0.055 0.296 0.001
C 2.538 -0.024 1.589 0.000
H -0.430 0.081 2.972 0.000
H 0.004 -1.189 2.054 0.000
H 1.208 0.025 4.708 0.000
H 3.595 0.205 5.303 0.000
H 5.330 0.167 3.549 0.000
H 5.905 -0.028 1.105 0.000
H 5.092 -0.259 -1.238 0.000
H 2.645 -0.224 -1.669 0.002
C 0.244 10.615 -8.671 0.000
O 0.148 9.253 -9.051 0.000
C 0.152 8.323 -8.070 -0.001
C 0.093 6.995 -8.495 0.000
C 0.101 5.969 -7.577 -0.001
C 0.169 6.243 -6.207 0.000
C 0.218 7.571 -5.793 -0.001
C 0.210 8.608 -6.709 0.000
C 0.210 5.186 -5.202 -0.004
N 0.395 5.374 -3.914 -0.002
C 0.359 4.132 -3.348 -0.008
C 0.155 3.162 -4.310 0.004
N 0.058 3.853 -5.489 -0.001
C 0.035 1.772 -4.025 0.005
C -0.142 0.762 -4.963 0.106
C -0.287 -0.549 -4.520 0.012
C -0.296 -0.816 -3.170 0.089
N -0.114 0.135 -2.227 0.031
C 0.104 1.429 -2.650 0.071
C 0.414 2.397 -1.662 0.035
N 0.562 1.957 -0.375 0.030
C 0.856 2.847 0.574 0.032
C 0.974 4.202 0.337 0.019
C 0.795 4.677 -0.954 0.036
C 0.528 3.776 -1.975 0.014
H 0.260 11.181 -9.598 0.000
H 1.164 10.806 -8.112 0.000
H -0.617 10.923 -8.072 0.000
H 0.047 6.799 -9.558 0.000
H 0.063 4.949 -7.939 0.000
H 0.264 7.770 -4.731 0.000
H 0.246 9.627 -6.352 0.000
H -0.120 3.464 -6.396 0.000
H -0.173 0.986 -6.022 0.006
H -0.409 -1.364 -5.218 -0.002
H -0.474 -1.820 -2.815 0.003
H 0.998 2.452 1.574 0.001
H 1.185 4.871 1.158 0.000
H 0.859 5.732 -1.185 0.002
C -4.205 3.746 1.318 0.000
N -2.864 3.244 1.082 0.001
C -2.399 2.473 2.219 0.000
C -2.696 2.556 -0.210 0.002
C -3.111 1.098 -0.231 0.009
C -4.487 0.891 -0.342 -0.001
C -5.045 -0.369 -0.233 0.009
C -4.212 -1.441 0.024 -0.002
C -2.841 -1.242 0.114 0.006
C -2.214 0.011 -0.048 -0.009
H -4.188 4.393 2.197 0.000
H -4.942 2.949 1.499 0.000
H -4.526 4.343 0.464 0.000
H -2.313 3.134 3.086 0.000
H -1.415 2.059 2.003 0.000
H -3.069 1.640 2.481 0.000
H -1.662 2.674 -0.503 0.000
H -3.287 3.105 -0.946 0.000
H -5.134 1.745 -0.516 0.000
H -6.115 -0.507 -0.337 0.001
H -4.617 -2.440 0.134 0.000
H -2.250 -2.123 0.304 0.000
Se -0.949 -5.666 -2.000 0.369
Sb 0.299 -4.797 -0.099 -0.065
Se -0.773 -5.356 2.015 0.365
Se 2.639 -5.455 -0.144 0.345
Se 0.297 -2.184 -0.252 -0.040
```


Record 5
A molecular structure, C38H35N3O4S4Sc in a non-equilibrium geometry, computed with wB97M-V/def2-TZVPD.

Computed properties:
E_LUMO (eV): -2.573
Spin multiplicity: 1
HOMO (Ha): -0.392
Max |F| (eV Å⁻¹): 3.04
Charge: +1
Energy relative to the best compared isomer or geometry (same formula, charge and spin) (kcal/mol): 0.0

Structure (XYZ):
```
85
Properties=species:S:1:pos:R:3:mulliken_charge:R:1
Sc -0.080 -0.073 0.243 -1.200
C 0.487 -0.105 4.805 -0.998
C 0.388 1.235 5.144 -1.086
C 0.034 2.159 4.180 -0.559
C -0.210 1.759 2.856 -0.179
C -0.043 0.406 2.462 2.503
C 0.274 -0.498 3.490 -0.649
C -0.705 2.712 1.847 1.332
C -1.066 4.038 2.202 -1.203
C -1.570 4.893 1.267 -1.316
C -1.715 4.450 -0.062 1.163
C -2.235 5.265 -1.085 -0.902
C -2.358 4.786 -2.359 -0.665
C -1.944 3.478 -2.658 -0.985
C -1.436 2.668 -1.680 0.096
C -1.324 3.113 -0.348 -0.546
N -0.856 2.267 0.601 0.980
H 0.740 -0.840 5.558 0.473
H 0.557 1.547 6.163 0.430
H -0.043 3.193 4.478 0.407
H 0.340 -1.559 3.268 0.455
H -0.964 4.374 3.223 0.426
H -1.869 5.898 1.529 0.418
H -2.532 6.273 -0.835 0.444
H -2.763 5.408 -3.140 0.424
H -2.029 3.119 -3.674 0.520
H -1.083 1.669 -1.898 0.530
C 1.229 0.140 -3.403 -0.681
C -0.150 -0.364 -3.231 0.123
N -0.782 -0.450 -2.096 0.785
C -2.074 -0.894 -2.257 -0.551
C -2.434 -1.124 -3.555 -0.479
S -1.118 -0.809 -4.603 -0.188
C -2.891 -1.105 -1.079 -0.145
C -4.132 -1.677 -1.046 -0.655
S -4.675 -1.824 0.568 -0.188
C -3.194 -1.106 1.111 0.428
N -2.381 -0.773 0.153 0.859
C -2.921 -0.968 2.558 -0.992
H 1.745 0.117 -2.444 -0.148
H 1.210 1.162 -3.788 0.280
H 1.772 -0.480 -4.114 0.485
H -3.381 -1.442 -3.942 0.467
H -4.732 -2.026 -1.861 0.467
H -3.808 -1.204 3.142 0.583
H -2.576 0.040 2.793 0.108
H -2.121 -1.663 2.826 0.161
C 6.746 -2.261 2.693 -1.762
C 5.365 -2.389 2.132 0.821
C 5.076 -3.363 1.180 -0.657
C 3.809 -3.467 0.636 -1.166
C 2.813 -2.604 1.056 0.103
C 3.072 -1.648 2.021 -0.729
C 4.345 -1.545 2.557 -0.737
S 1.348 -2.483 0.050 1.740
O 0.181 -2.053 0.862 -0.405
O 1.150 -3.693 -0.688 -0.742
O 1.679 -1.303 -0.786 -0.491
H 7.479 -2.606 1.970 0.414
H 6.836 -2.875 3.590 0.368
H 6.970 -1.234 2.974 0.379
H 5.862 -4.028 0.851 0.421
H 3.566 -4.196 -0.121 0.552
H 2.280 -0.983 2.338 0.739
H 4.554 -0.792 3.305 0.551
C 7.713 2.771 -2.709 -1.545
C 6.484 2.211 -2.062 0.996
C 6.512 0.971 -1.430 -0.781
C 5.392 0.479 -0.786 -0.589
C 4.229 1.235 -0.766 -0.269
C 4.164 2.447 -1.429 -0.560
C 5.288 2.928 -2.073 -0.753
S 2.915 0.645 0.324 1.360
C 3.344 1.857 1.641 -1.071
O 1.601 1.199 -0.159 -0.053
H 8.503 2.026 -2.763 0.364
H 8.086 3.619 -2.135 0.321
H 7.494 3.124 -3.714 0.374
H 7.426 0.396 -1.429 0.363
H 5.414 -0.481 -0.286 0.419
H 3.236 3.002 -1.417 0.464
H 5.251 3.884 -2.573 0.429
H 3.250 2.862 1.244 0.496
H 4.360 1.660 1.964 0.457
H 2.638 1.703 2.451 0.149
```